The following is a quantum chemistry calculation of a molecular structure, C42H47F3N4O4OsSTe in a non-equilibrium geometry, from the OMol25 dataset.

Cartesian coordinates (Å):
Os 0.857 0.904 0.152
C 4.979 1.829 1.241
C 3.608 1.761 1.123
N 2.999 0.806 0.404
C 3.747 -0.107 -0.222
C 5.136 -0.122 -0.146
C 5.752 0.881 0.589
C 5.929 -1.114 -0.897
C 5.703 -2.423 -1.001
C 4.708 -3.227 -0.259
C 4.165 -4.369 -0.832
C 3.274 -5.098 -0.063
N 2.957 -4.749 1.178
C 3.537 -3.645 1.633
N 4.388 -2.860 0.986
H 5.432 2.626 1.814
H 2.964 2.511 1.562
H 3.217 -0.837 -0.817
H 6.833 0.919 0.651
H 6.777 -0.707 -1.438
H 6.337 -2.988 -1.675
H 4.428 -4.677 -1.835
H 2.806 -5.995 -0.451
H 3.285 -3.353 2.646
C -7.787 -0.402 -4.126
C -6.402 -0.087 -3.638
C -5.819 -0.815 -2.608
C -4.529 -0.560 -2.165
C -3.977 -1.412 -1.057
C -3.812 0.475 -2.775
Te -1.819 0.944 -2.265
N -0.996 1.236 -0.230
C -2.136 1.739 0.310
O -3.224 1.588 -0.245
C -2.064 2.600 1.526
C -1.028 3.507 1.715
C -1.083 4.397 2.781
C -2.154 4.369 3.661
C -3.189 3.459 3.471
C -3.153 2.586 2.397
C -0.956 -0.808 -3.070
C -1.067 -2.035 -2.431
C -0.580 -3.181 -3.035
C 0.021 -3.093 -4.280
C 0.144 -1.864 -4.905
C -0.335 -0.695 -4.321
C -0.179 0.599 -5.077
C -4.377 1.254 -3.788
C -3.737 2.456 -4.446
C -5.667 0.942 -4.206
H -8.287 -1.111 -3.469
H -7.751 -0.837 -5.127
H -8.396 0.501 -4.185
H -6.382 -1.610 -2.133
H -4.790 -1.818 -0.456
H -3.319 -0.847 -0.403
H -3.430 -2.263 -1.470
H -0.208 3.553 1.010
H -0.289 5.121 2.914
H -2.193 5.066 4.488
H -4.033 3.447 4.148
H -3.969 1.902 2.209
H -1.499 -2.097 -1.444
H -0.660 -4.133 -2.527
H 0.401 -3.983 -4.766
H 0.626 -1.800 -5.874
H 0.723 0.571 -5.687
H -0.098 1.461 -4.415
H -1.026 0.765 -5.747
H -2.671 2.562 -4.271
H -4.218 3.369 -4.092
H -3.886 2.407 -5.525
H -6.112 1.540 -4.994
O 1.402 3.034 -0.613
C 1.490 2.510 -1.744
O 1.252 1.265 -1.889
H 1.767 3.095 -2.626
C -0.860 -1.058 4.383
C -0.386 0.089 5.272
C -0.288 1.440 4.573
S 1.007 1.691 3.351
O 0.671 0.673 2.242
C 2.468 1.030 4.219
C 2.798 -0.431 3.939
C 4.228 -0.750 4.366
H -0.842 -1.996 4.938
H -0.240 -1.172 3.497
H -1.886 -0.888 4.050
H 0.562 -0.158 5.753
H -1.096 0.232 6.091
H -0.128 2.257 5.283
H -1.196 1.677 4.016
H 2.292 1.232 5.278
H 3.294 1.669 3.903
H 2.667 -0.630 2.878
H 2.093 -1.081 4.457
H 4.931 -0.030 3.941
H 4.523 -1.737 4.013
H 4.341 -0.731 5.451
F 1.429 -1.678 1.296
C 0.696 -1.124 0.286
F -0.572 -1.577 0.504
F 1.140 -1.787 -0.829

Results
- F_max: 2.38 eV Å⁻¹
- Orbital gap (alpha / beta): 8.05 / 7.05 eV
- Relative energy (zero: lowest compared OMol25 entry of this formula, charge and spin): 0.000 eV
- Net charge: +1
- DFT total energy: -87209.4833 eV
- LUMO (alpha / beta): -2.7 / -3.4 eV
- Spin multiplicity: 2

Here are the Löwdin charges for atoms 1 to 6, given in e: Os 1.42; C -0.02; C -0.13; N -0.06; C -0.04; C -0.18

---

The following is a quantum chemistry calculation of a molecular structure, C35H57N2O2P2Pd in a non-equilibrium geometry, from the OMol25 dataset.

Cartesian coordinates (Å):
C 1.579 0.752 -2.511
C -0.001 2.481 -2.148
C 1.907 1.253 -3.786
C 0.424 3.107 -3.364
C 1.350 2.476 -4.184
H 2.593 0.698 -4.421
H 0.004 4.074 -3.619
H 1.656 2.926 -5.130
N 0.639 1.330 -1.768
P 2.519 -0.348 -0.112
P -1.733 1.947 -0.042
C 2.267 -0.492 -1.928
H 1.634 -1.373 -2.082
H 3.216 -0.702 -2.425
C -1.052 2.958 -1.319
H -1.453 3.955 -1.496
C -3.213 1.077 -0.900
C -2.417 3.066 1.338
C 2.919 -2.086 0.575
C 4.034 0.781 -0.098
C -3.623 -0.149 -0.072
H -4.131 0.123 0.861
H -4.325 -0.744 -0.673
H -2.765 -0.782 0.166
C -4.438 1.989 -1.064
H -4.927 2.242 -0.117
H -4.203 2.907 -1.615
H -5.180 1.435 -1.659
C -2.802 0.622 -2.307
H -3.570 -0.073 -2.679
H -2.741 1.465 -3.005
H -1.849 0.091 -2.312
C -3.374 2.275 2.255
H -2.918 1.345 2.627
H -3.600 2.906 3.129
H -4.333 2.044 1.777
C -1.280 3.616 2.211
H -0.771 2.843 2.796
H -0.542 4.171 1.621
H -1.732 4.324 2.923
C -3.121 4.291 0.745
H -4.001 4.048 0.148
H -3.459 4.907 1.590
H -2.430 4.891 0.143
C 4.554 0.862 1.350
H 5.310 1.660 1.382
H 3.760 1.131 2.062
H 5.047 -0.066 1.672
C 3.652 2.195 -0.578
H 3.459 2.219 -1.657
H 2.787 2.610 -0.053
H 4.514 2.845 -0.368
C 5.156 0.303 -1.037
H 5.976 1.029 -0.947
H 5.559 -0.681 -0.780
H 4.840 0.300 -2.087
C 1.829 -3.089 0.179
H 1.765 -3.237 -0.906
H 2.078 -4.062 0.631
H 0.845 -2.792 0.555
C 2.962 -2.023 2.110
H 2.019 -1.648 2.531
H 3.126 -3.045 2.483
H 3.787 -1.406 2.485
C 4.262 -2.616 0.057
H 4.319 -2.620 -1.039
H 5.120 -2.075 0.475
H 4.357 -3.660 0.394
Pd 0.252 0.536 0.313
C 1.210 1.766 1.356
O 1.653 2.566 2.072
N -0.472 -1.123 -0.659
C -0.914 -1.969 -1.358
C -1.474 -3.005 -2.145
C -1.647 -4.298 -1.601
C -1.852 -2.751 -3.482
C -2.170 -5.318 -2.396
H -1.367 -4.478 -0.562
C -2.381 -3.779 -4.259
H -1.718 -1.747 -3.890
C -2.533 -5.061 -3.721
H -2.289 -6.319 -1.978
H -2.672 -3.577 -5.292
H -2.935 -5.865 -4.339
C -0.866 0.387 4.711
C 0.249 -0.204 3.885
O -0.232 -0.595 2.574
C -1.239 -1.619 2.558
C -0.859 -2.847 3.335
H -1.289 1.255 4.197
H -0.492 0.690 5.691
H -1.666 -0.333 4.904
H 1.060 0.521 3.729
H 0.717 -1.079 4.364
H -2.181 -1.194 2.921
H -1.416 -1.859 1.512
H -0.784 -2.628 4.408
H -1.633 -3.612 3.203
H 0.097 -3.256 2.971

Results
- F_max: 7.68 eV Å⁻¹
- Orbital gap (alpha / beta): 7.60 / 4.39 eV
- Net charge: +3
- DFT total energy: -66324.3279 eV
- LUMO (alpha / beta): -8.1 / -12.8 eV
- Spin multiplicity: 5

Here are the Löwdin charges for atoms 1 to 6, given in e: C -0.30; C -0.31; C 0.03; C 0.05; C 0.01; H 0.14